Formula: C5H7P
Source: the OMol25 dataset
Level of theory: ωB97M-V/def2-TZVPD

Geometry as XYZ:
```
13
Properties=species:S:1:pos:R:3:forces:R:3
P -0.442 3.166 -1.051 0.3 0.4 0.2
C 0.050 -1.523 0.869 0.2 -0.8 -2.0
C -0.320 0.635 0.087 -1.9 -0.9 -0.2
C -0.040 -0.798 -0.379 -0.4 1.1 3.8
C 0.368 1.532 -0.918 0.9 0.9 1.3
C 0.106 -2.272 1.783 0.0 -0.4 1.8
H 1.528 1.488 -0.667 -2.3 0.2 -1.1
H 0.032 1.119 -1.857 0.9 -0.4 -0.8
H -1.455 0.661 0.141 1.2 0.8 -0.2
H 0.830 -0.770 -0.901 2.8 -0.4 -1.4
H 0.016 0.670 1.114 0.3 0.8 0.1
H -0.779 -1.194 -0.961 -2.0 -0.9 -1.7
H 0.106 -2.714 2.741 0.1 -0.4 0.2
```
Positions in Å, forces in eV/Å.

## Properties
net charge: 0
highest occupied orbital energy (alpha / beta): -8.1 / -8.2 eV
energy relative to the best compared isomer or geometry (same formula, charge and spin): 3.959 eV


Formula: C51H48INOP3STi
Source: the OMol25 dataset
Level of theory: ωB97M-V/def2-TZVPD

Geometry as XYZ:
```
107
Properties=species:S:1:pos:R:3:forces:R:3
I 2.826 0.029 -1.094 0.0 -0.1 0.0
Ti 0.590 0.648 0.457 -0.2 -0.2 0.3
S -3.426 -5.010 -2.320 0.0 0.0 0.0
P 0.778 -1.878 0.948 0.0 0.0 0.0
P -1.532 -0.526 1.338 -0.1 -0.5 -0.7
P 0.881 2.799 -0.841 0.0 0.1 -0.1
O 1.307 1.104 1.914 0.2 0.4 0.3
N -0.894 -2.075 1.098 0.0 0.1 0.1
C 3.749 2.988 -1.385 0.0 0.0 0.0
C 3.536 -2.086 3.896 0.0 0.0 0.0
C -0.256 2.899 -2.235 0.0 0.0 0.0
C -1.652 0.350 -0.311 -0.1 -0.1 -0.2
C 1.372 -3.035 -1.516 0.0 -0.1 -0.1
C 1.411 -3.167 -0.125 0.0 0.0 0.0
C -1.118 -0.369 -1.469 0.0 0.0 0.0
C 0.765 -2.291 3.701 0.0 0.0 0.0
C -1.700 0.805 -3.745 0.0 0.0 0.0
C 1.653 1.425 3.265 0.0 -0.1 0.0
C 1.135 5.173 2.415 0.0 0.0 0.0
C -5.526 -1.241 1.100 0.0 0.0 0.0
C 0.422 4.047 0.402 0.0 0.0 0.0
C -0.603 1.760 -4.298 0.0 0.0 0.0
C -3.106 1.149 -3.234 0.0 0.0 0.0
C 6.171 3.483 -1.418 0.0 0.0 0.0
C 1.882 -4.352 0.444 0.0 0.0 0.0
C -3.262 -0.787 1.743 0.1 0.3 0.5
C -1.636 -3.356 0.977 0.0 0.0 0.0
C 0.008 5.986 2.358 0.0 0.0 0.0
C -2.093 1.625 -0.133 0.0 0.0 0.0
C 2.252 -5.256 -1.754 0.0 0.0 0.0
C 1.386 -2.401 4.939 0.0 0.0 0.0
C -3.510 1.789 -2.141 0.0 0.0 0.0
C 2.423 3.497 -1.518 0.0 0.0 0.0
C -2.119 -3.600 -0.442 0.0 0.0 0.0
C -4.231 -0.903 0.745 0.0 0.0 0.0
C 1.339 4.207 1.446 0.0 0.0 0.0
C 1.536 -2.087 2.561 0.0 0.0 0.0
C -5.855 -1.449 2.435 0.0 0.0 0.0
C 5.433 1.294 -0.820 0.0 -0.1 0.0
C 3.295 5.618 -2.338 0.0 0.0 0.0
C 2.228 4.778 -1.993 0.0 0.0 0.0
C -2.945 -4.870 -0.584 0.0 0.0 0.0
C -1.042 -0.168 -2.804 0.0 0.0 0.0
C -2.594 2.566 -1.199 0.0 0.0 0.0
C 4.829 3.886 -1.635 0.0 0.0 0.0
C 2.766 -2.295 5.036 0.0 0.0 0.0
C 6.472 2.226 -0.988 0.0 0.0 0.0
C -0.898 5.841 1.319 0.0 0.0 0.0
C -4.378 -6.538 -2.264 0.0 0.0 0.0
C 1.792 -4.076 -2.327 0.0 0.0 0.0
C 4.135 1.672 -1.025 0.0 0.1 0.0
C -4.893 -1.319 3.428 0.0 0.0 0.0
C -3.593 -0.984 3.086 0.0 0.0 0.0
C 4.570 5.188 -2.121 0.0 0.0 0.0
C 2.926 -1.981 2.658 0.0 0.0 0.0
C 0.164 2.622 -3.616 0.0 0.0 0.0
C -1.579 3.105 -2.151 0.0 0.0 0.0
C -0.691 4.880 0.337 0.0 0.0 0.0
C 2.297 -5.393 -0.374 0.0 0.0 0.0
H 2.657 -6.311 0.071 0.0 0.0 0.0
H -0.971 -4.150 1.319 0.0 0.0 0.0
H 3.532 -1.839 1.770 0.0 0.0 0.0
H 2.238 3.599 1.479 0.0 0.0 0.0
H 1.931 -4.465 1.520 0.0 0.0 0.0
H -3.756 -7.371 -1.944 0.0 0.0 0.0
H -2.047 3.466 -3.059 0.0 0.0 0.0
H -2.364 -5.745 -0.284 0.0 0.0 0.0
H -6.871 -1.708 2.703 0.0 0.0 0.0
H 6.958 4.200 -1.608 0.0 0.0 0.0
H -1.260 -3.656 -1.116 0.0 0.0 0.0
H -2.843 -0.875 3.861 0.0 0.0 0.0
H 5.678 0.272 -0.561 0.0 0.0 0.0
H -5.157 -1.470 4.466 0.0 0.0 0.0
H 1.760 -3.972 -3.403 0.0 0.0 0.0
H -5.241 -6.435 -1.609 0.0 0.0 0.0
H 1.221 5.175 -2.070 0.0 0.0 0.0
H -1.908 0.183 -4.618 0.0 0.0 0.0
H -1.378 4.829 -0.496 0.0 0.0 0.0
H -0.367 1.583 -5.341 0.0 0.0 0.0
H -0.456 -0.923 -3.324 0.0 0.0 0.0
H 1.001 -2.130 -1.982 0.0 0.0 0.0
H 2.738 1.438 3.344 0.0 0.0 0.0
H 4.613 -2.020 3.976 0.0 0.0 0.0
H 3.247 -2.387 6.001 0.0 0.0 0.0
H 1.861 5.307 3.207 0.0 0.0 0.0
H 7.495 1.922 -0.818 0.0 0.0 0.0
H -0.151 6.745 3.112 0.0 0.0 0.0
H 2.578 -6.070 -2.388 0.0 0.0 0.0
H -0.312 -2.388 3.627 0.0 0.0 0.0
H -2.288 1.933 0.896 0.0 0.0 0.0
H -3.179 3.354 -0.720 0.0 0.0 0.0
H 3.097 6.607 -2.726 0.0 0.0 0.0
H -1.759 6.493 1.256 0.0 0.0 0.0
H -3.886 0.675 -3.820 0.0 0.0 0.0
H 1.024 3.088 -4.082 0.0 0.0 0.0
H -4.727 -6.729 -3.276 0.0 0.0 0.0
H -4.569 1.814 -1.913 0.0 0.0 0.0
H -3.837 -4.821 0.046 0.0 0.0 0.0
H 0.792 -2.580 5.826 0.0 0.0 0.0
H -2.727 -2.747 -0.762 0.0 0.0 0.0
H -0.703 -1.330 -1.178 0.0 0.0 0.0
H 5.412 5.838 -2.324 0.0 0.0 0.0
H -2.476 -3.316 1.672 0.0 0.0 0.0
H 1.234 2.401 3.498 0.0 0.0 0.0
H -3.986 -0.742 -0.297 0.0 0.0 0.0
H -6.283 -1.343 0.334 0.0 0.0 0.0
H 1.237 0.654 3.911 0.0 0.0 0.0
```
Positions in Å, forces in eV/Å.

## Properties
net charge: +3
highest occupied orbital energy: -14.1 eV
energy relative to the best compared isomer or geometry (same formula, charge and spin): 3.389 eV


Formula: C10H7BrF2O
Source: the OMol25 dataset
Level of theory: ωB97M-V/def2-TZVPD

Geometry as XYZ:
```
21
Properties=species:S:1:pos:R:3:forces:R:3
Br -1.952 -0.080 2.789 0.0 0.3 -0.4
F -2.142 -0.839 0.183 -1.7 0.6 0.7
F -4.049 -0.794 1.392 0.6 0.4 -1.5
O -2.009 3.060 1.954 -2.0 4.2 -1.8
C 2.226 -1.848 0.038 -1.1 0.7 0.6
C 1.346 -0.861 0.383 -2.1 2.2 2.1
C 2.417 -2.109 -1.331 -1.1 2.0 3.3
C 0.780 0.010 -0.592 0.7 0.4 0.4
C 1.941 -1.257 -2.284 0.7 -0.8 0.4
C -0.056 1.133 -0.250 -0.7 -0.1 0.7
C -0.924 1.923 0.161 1.6 -0.4 -0.2
C 1.222 -0.140 -1.899 -0.1 -1.3 0.5
C -2.913 -0.159 1.055 0.9 -1.6 1.3
C -1.697 2.946 0.669 2.3 -4.3 1.8
H 2.298 -1.639 -3.219 -0.6 1.0 -1.2
H -1.752 2.431 2.545 1.6 -3.2 2.0
H 0.980 -0.622 1.482 1.2 -0.8 -2.2
H 0.900 0.574 -2.556 -0.7 1.5 -1.9
H 2.926 -2.956 -1.486 2.0 -2.9 -1.4
H -2.148 3.537 0.022 -2.2 3.1 -2.4
H 2.605 -2.311 0.943 0.5 -0.9 -0.7
```
Positions in Å, forces in eV/Å.

## Properties
net charge: 0
highest occupied orbital energy (alpha / beta): -6.9 / -9.1 eV


no.,maximum force (eV/A)
1,3.958
2,0.886
3,5.182